Record 1
{
  "formula": "C15H23FeI2N3O8P2",
  "method": "ωB97M-V/def2-TZVPD",
  "homo_energy_ev": [-7.74, -7.75],
  "total_energy_ha": -3893.737153,
  "multiplicity": 5,
  "e_above_lowest_kcal_mol": 5.2,
  "symbols": ["Fe", "C", "C", "O", "P", "O", "O", "O", "P", "O", "O", "O", "H", "H", "H", "H", "H", "H", "H", "I", "C", "C", "C", "I", "C", "C", "C", "C", "N", "C", "C", "O", "H", "H", "H", "H", "N", "C", "C", "C", "C", "N", "H", "H", "H", "H", "H", "H", "H", "H", "H", "H", "H", "H"],
  "xyz": [[-0.0484, -0.2736, 0.1694], [2.8177, -0.8986, 3.4643], [2.5668, 0.4172, 2.7334], [3.3399, 1.4926, 3.2389], [0.7961, 0.8517, 2.8842], [0.4590, 2.2790, 2.3235], [0.7090, 1.0833, 4.4655], [-0.1552, -0.2044, 2.4073], [3.0287, 0.2072, 0.9404], [2.6715, 1.6654, 0.3333], [4.4469, -0.1414, 0.8008], [1.9538, -0.7173, 0.3821], [2.6166, -0.8000, 4.5328], [3.8572, -1.1880, 3.3110], [2.1705, -1.6752, 3.0572], [3.2026, 1.5521, 4.1921], [0.2758, 2.3135, 1.3439], [-0.1659, 1.3747, 4.7475], [3.3808, 2.2893, 0.5320], [0.0108, 4.9975, -0.0121], [-0.0297, 3.6395, -1.6016], [0.0319, 4.0996, -2.9214], [0.0117, 3.2187, -3.9688], [0.0943, 3.9918, -5.9215], [-0.0572, 1.8267, -3.7347], [-0.0418, 0.8318, -4.7371], [-0.0773, -0.4908, -4.3956], [-0.1541, -0.8391, -3.0394], [-0.1959, 0.0548, -2.0820], [-0.1309, 1.3755, -2.3926], [-0.1256, 2.2896, -1.2779], [-0.2212, 1.8377, -0.0708], [0.0975, 5.1622, -3.1091], [0.0049, 1.1310, -5.7756], [-0.0464, -1.2617, -5.1524], [-0.1860, -1.8786, -2.7328], [-2.3730, -0.0740, 0.2725], [-3.3027, -1.1831, 0.5252], [-2.9547, -2.3685, -0.3847], [-2.3557, -3.5395, 0.3911], [-1.0643, -3.1872, 1.1327], [-0.0406, -2.6389, 0.2244], [-2.3614, 0.5920, 1.0376], [-2.6451, 0.4399, -0.5592], [-4.3438, -0.8808, 0.3850], [-3.1895, -1.4751, 1.5706], [-2.2142, -2.0116, -1.1026], [-3.8230, -2.7086, -0.9499], [-2.1661, -4.3667, -0.3005], [-3.0756, -3.8998, 1.1296], [-0.7149, -4.0835, 1.6517], [-1.2528, -2.4174, 1.8829], [0.1214, -3.2733, -0.5493], [0.8476, -2.5376, 0.7089]],
  "atomic_forces_ev_per_a": [[-0.042, -0.259, -0.528], [0.074, -0.015, -0.044], [-0.250, 0.003, -0.249], [0.075, 0.042, 0.037], [-0.192, 0.543, 0.245], [0.392, -0.318, 0.710], [0.014, -0.132, -0.049], [0.025, -0.062, -0.401], [0.033, 0.211, -0.073], [0.088, -0.171, 0.057], [0.045, -0.068, 0.145], [-0.512, 0.280, -0.121], [-0.007, 0.008, -0.004], [-0.001, 0.013, 0.012], [0.013, -0.050, 0.046], [-0.008, 0.006, -0.008], [-0.098, -0.026, -0.375], [0.001, 0.063, 0.047], [0.011, 0.029, -0.021], [0.000, -0.015, -0.215], [-0.043, -0.147, 0.466], [0.008, -0.093, -0.169], [0.025, 0.246, -0.230], [-0.003, -0.069, 0.174], [-0.007, -0.128, 0.159], [-0.011, -0.026, 0.023], [-0.014, 0.053, -0.087], [-0.050, 0.023, 0.073], [0.192, -0.122, 0.355], [0.018, 0.079, -0.102], [0.031, 0.399, -0.390], [-0.145, -0.552, 0.197], [-0.005, 0.005, 0.021], [0.026, -0.004, -0.003], [-0.011, -0.015, 0.016], [0.007, -0.002, -0.013], [0.431, 0.121, 0.168], [0.026, -0.153, -0.108], [0.056, 0.012, 0.168], [0.232, 0.099, -0.035], [-0.149, -0.048, -0.154], [-0.233, 0.264, 0.335], [-0.153, 0.075, 0.021], [0.076, 0.005, 0.002], [0.028, 0.062, 0.017], [-0.048, 0.055, -0.004], [-0.069, -0.036, -0.159], [-0.028, 0.014, 0.033], [0.014, -0.040, 0.052], [-0.032, -0.057, -0.016], [0.060, 0.005, 0.049], [0.017, -0.089, 0.078], [0.025, 0.067, -0.087], [0.069, -0.085, -0.059]],
  "nbo_charge": [1.542, -0.646, -0.477, -0.707, 2.357, -1.018, -0.994, -1.175, 2.386, -1.006, -1.099, -1.236, 0.213, 0.249, 0.227, 0.476, 0.543, 0.513, 0.514, 0.151, -0.236, -0.220, -0.174, 0.133, -0.134, -0.113, -0.262, 0.069, -0.532, 0.171, 0.320, -0.855, 0.238, 0.232, 0.227, 0.192, -0.881, -0.221, -0.417, -0.398, -0.224, -0.899, 0.395, 0.383, 0.189, 0.197, 0.205, 0.214, 0.202, 0.210, 0.185, 0.206, 0.373, 0.410]
}

Record 2
{
  "formula": "C15H23IN2OPdSi",
  "method": "ωB97M-V/def2-TZVPD",
  "homo_energy_ev": [-6.21, -8.04],
  "total_energy_ha": -1485.156025,
  "multiplicity": 3,
  "e_above_lowest_kcal_mol": 0.0,
  "symbols": ["C", "C", "H", "H", "H", "H", "H", "H", "C", "C", "C", "C", "H", "H", "H", "H", "N", "C", "C", "N", "C", "C", "C", "H", "H", "C", "H", "H", "Pd", "I", "C", "Si", "C", "C", "O", "H", "H", "H", "H", "H", "H", "H", "H", "H"],
  "xyz": [[2.2689, -1.3246, 0.2150], [-1.2605, 0.8570, -2.5761], [1.1929, -1.2180, -0.0121], [2.5765, -2.3525, 0.0050], [2.8584, -0.6037, -0.3536], [-1.5750, 1.8078, -2.1244], [-0.7028, 1.0213, -3.5132], [-2.0903, 0.1480, -2.7014], [2.1559, 2.2028, -1.0298], [2.9880, 3.0611, -0.3097], [2.7635, 3.2333, 1.0593], [1.7068, 2.5672, 1.6689], [2.2771, 2.0098, -2.0965], [3.7990, 3.5636, -0.8288], [3.4074, 3.8786, 1.6548], [1.5056, 2.6364, 2.7346], [1.1494, 1.5607, -0.4220], [0.8844, 1.7355, 0.8955], [-0.2488, 0.9749, 1.4228], [-0.9007, 0.2032, 0.5200], [-2.0727, -0.3710, 0.8138], [-1.8211, 0.2877, 3.1133], [-2.5527, -0.3761, 2.1250], [-2.5933, -0.8516, -0.0163], [-3.4729, -0.9119, 2.3438], [-0.6668, 0.9788, 2.7626], [-0.0591, 1.5156, 3.4866], [-2.1586, 0.2774, 4.1487], [0.0215, 0.0368, -1.3888], [2.6148, -0.9930, 2.2948], [-2.5651, -3.9535, -0.9577], [-0.7776, -3.3595, -0.7402], [-0.4837, -3.3654, 1.1419], [0.3650, -4.6866, -1.4532], [-0.5782, -1.9603, -1.4857], [-2.6376, -5.0353, -0.7748], [-2.9183, -3.7506, -1.9782], [-3.2445, -3.4442, -0.2607], [-0.0978, -4.3495, 1.4498], [0.2488, -2.6142, 1.4624], [-1.4140, -3.1853, 1.6972], [0.6104, -4.4559, -2.4986], [1.3063, -4.7583, -0.8917], [-0.1239, -5.6710, -1.4246]],
  "atomic_forces_ev_per_a": [[-0.083, -0.235, -0.226], [-1.756, 1.389, -1.649], [0.656, -0.238, 0.415], [-0.050, 0.292, 0.014], [-0.037, -0.201, 0.191], [-0.152, -0.148, -0.409], [-0.398, 0.038, 0.066], [0.170, 0.320, -0.134], [-0.004, 0.377, 1.024], [-0.148, -0.197, -0.203], [-0.153, -0.093, -0.038], [-0.361, -0.239, -0.283], [0.008, 0.084, 0.314], [-0.098, -0.033, 0.193], [-0.115, -0.150, -0.192], [0.213, 0.215, -0.229], [0.328, 0.517, 0.173], [1.313, 0.505, -0.702], [-1.115, -1.163, 0.441], [-0.506, 1.037, 0.451], [0.438, -0.071, 0.615], [-0.006, -0.108, -0.163], [0.128, 0.165, -0.284], [0.282, -0.031, 0.276], [0.164, 0.199, 0.055], [0.206, 0.222, -0.566], [-0.363, -0.126, 0.022], [0.101, -0.023, -0.245], [1.301, -1.883, 1.350], [0.152, -0.096, -0.056], [0.043, -0.085, -0.075], [-0.267, -0.228, -0.148], [0.033, -0.026, 0.020], [0.024, -0.049, -0.091], [0.083, -0.101, -0.046], [-0.091, 0.212, -0.001], [0.084, -0.083, 0.191], [0.078, -0.084, -0.099], [-0.109, 0.216, -0.027], [-0.154, -0.159, 0.020], [0.179, -0.009, -0.071], [-0.070, -0.071, 0.197], [-0.130, -0.009, -0.108], [0.183, 0.148, 0.016]],
  "nbo_charge": [-0.740, -0.902, 0.216, 0.239, 0.221, 0.180, 0.190, 0.201, 0.059, -0.240, -0.164, -0.197, 0.218, 0.231, 0.229, 0.225, -0.480, 0.169, 0.156, -0.448, 0.079, -0.158, -0.236, 0.244, 0.234, -0.208, 0.222, 0.228, 1.004, 0.060, -1.138, 1.912, -1.151, -1.143, -1.329, 0.224, 0.234, 0.211, 0.233, 0.214, 0.220, 0.235, 0.219, 0.227]
}

Record 3
{
  "formula": "C15H23N3O5",
  "method": "ωB97M-V/def2-TZVPD",
  "homo_energy_ev": -6.34,
  "total_energy_ha": -1125.521189,
  "multiplicity": 1,
  "e_above_lowest_kcal_mol": 255.6,
  "symbols": ["C", "C", "C", "N", "N", "C", "C", "C", "C", "O", "O", "C", "C", "C", "C", "C", "C", "C", "C", "H", "H", "H", "H", "H", "H", "H", "H", "H", "H", "H", "H", "H", "H", "H", "H", "H", "H", "H", "H", "H", "H", "H", "N", "O", "O", "O"],
  "xyz": [[1.5831, -1.8218, 1.9450], [1.7821, -0.4979, 1.2499], [2.4739, -0.5412, -0.0820], [1.3901, 0.6166, 1.8477], [0.1909, 1.1775, 1.2647], [0.3774, 2.6718, 1.1065], [0.7006, 3.0170, -0.3629], [1.7681, 4.1353, -0.4633], [2.2488, 4.2666, -1.8888], [3.2862, 3.7829, -2.2857], [1.4492, 4.9825, -2.7859], [-1.0127, 0.8086, 2.0498], [-2.1431, 0.3276, 1.1438], [-1.6757, -0.7869, 0.2373], [-1.1675, -0.4689, -1.0123], [-0.6727, -1.4155, -1.8879], [-0.6886, -2.7425, -1.5013], [-1.2166, -3.0407, -0.2737], [-1.6984, -2.1135, 0.6164], [1.6087, -2.6059, 1.1878], [0.6463, -1.7970, 2.4989], [2.3960, -1.9596, 2.6749], [2.5810, -1.5814, -0.3989], [3.4745, -0.1008, -0.0481], [1.8962, -0.0532, -0.8804], [0.1349, 0.7999, 0.3075], [1.2269, 2.9506, 1.7270], [-0.5370, 3.2042, 1.3665], [-0.2195, 3.2943, -0.8878], [1.1112, 2.1570, -0.9117], [1.3146, 5.0486, -0.0671], [2.6209, 3.8454, 0.1541], [0.9631, 4.3154, -3.2893], [-1.3568, 1.6484, 2.6592], [-0.7747, 0.0256, 2.7687], [-2.6444, 1.1335, 0.5965], [-2.9197, -0.0918, 1.7949], [-1.1514, 0.5836, -1.3105], [-0.2687, -1.0826, -2.8382], [-0.2901, -3.4887, -2.1771], [-1.2642, -4.0901, 0.0202], [-2.0896, -2.4209, 1.5811], [-3.3626, -5.5252, -1.3634], [-2.3164, -6.1592, -1.0839], [-3.5099, -5.0399, -2.5029], [-4.2444, -5.3678, -0.4954]],
  "atomic_forces_ev_per_a": [[1.187, 0.812, 0.297], [0.258, 0.004, -0.009], [-0.955, -0.685, -0.721], [-1.550, -1.685, 0.750], [1.967, 1.716, -0.624], [0.101, 0.280, -1.129], [0.355, -0.091, -0.294], [-0.651, -0.135, 0.229], [1.455, -0.033, -1.283], [-1.323, 0.356, 0.828], [-0.224, -0.657, 1.191], [-1.140, -0.270, 0.590], [-0.432, -0.571, 0.130], [-0.178, 0.678, 0.009], [0.188, 0.956, -0.249], [0.251, 0.204, -0.085], [0.351, 0.583, -0.906], [-0.044, -2.241, 0.833], [-0.058, 0.405, 0.113], [-0.015, -0.088, 0.286], [0.064, -0.028, -0.078], [-0.124, -0.279, -0.102], [0.057, 0.170, -0.039], [-0.235, 0.233, 0.317], [0.176, 0.185, 0.178], [-0.660, -0.144, 0.106], [-0.327, -0.089, 0.306], [0.122, -0.206, 0.378], [0.143, 0.066, 0.042], [-0.074, -0.089, 0.320], [0.293, 0.126, -0.259], [-0.010, 0.130, -0.133], [0.070, 0.245, -0.376], [0.406, 0.151, -0.218], [0.439, -0.020, -0.338], [0.349, -0.003, -0.069], [0.138, 0.218, 0.064], [-0.188, -0.131, -0.101], [-0.074, -0.204, -0.014], [-0.256, -0.231, 0.229], [-0.062, 0.066, -0.177], [-0.060, -0.032, -0.122], [-0.045, 0.114, 0.006], [0.152, 0.130, 0.064], [0.087, 0.039, 0.017], [0.076, 0.044, 0.040]],
  "nbo_charge": [-0.708, 0.558, -0.744, -0.482, -0.297, -0.207, -0.414, -0.509, 0.786, -0.519, -0.723, -0.215, -0.439, -0.056, -0.287, -0.188, -0.208, -0.116, -0.237, 0.256, 0.248, 0.274, 0.246, 0.276, 0.249, 0.491, 0.241, 0.223, 0.224, 0.210, 0.239, 0.237, 0.495, 0.227, 0.242, 0.223, 0.252, 0.191, 0.217, 0.248, 0.258, 0.226, 0.702, -0.584, -0.554, -0.553]
}